(1)
ORCA calculation (ωB97M-V with the def2-TZVPD basis set) on C34H22BrIN4O9S2Y as an isolated structure.

Structure (XYZ):
```
74
Properties=species:S:1:pos:R:3:lowdin_charge:R:1
I 0.8230 -3.8741 -0.0660 1.076
Y 0.3429 -0.5780 0.2272 1.487
Br -1.6804 -5.8154 1.4906 0.716
S -4.3714 -2.6965 0.0099 0.626
S 0.8622 -0.9563 -3.5403 0.624
O 1.9050 0.0281 -3.6157 -0.294
O 1.2148 -2.3192 -3.8424 -0.314
O -1.1209 3.8565 3.4748 0.042
O -1.9692 -0.2569 -1.3228 0.038
O -0.2758 1.5567 0.0575 -0.152
O 2.3190 -1.1963 0.8317 -0.311
O -5.0592 -3.7502 0.7073 -0.311
O -4.4930 -2.6618 -1.4235 -0.303
O -1.3788 -1.1599 1.4761 -0.160
N 0.1567 1.9392 2.2758 0.043
N 0.0606 -0.8581 -2.1265 -0.175
N -2.7984 -2.6322 0.4550 0.008
N 0.9857 0.8348 2.1226 -0.053
C 1.9195 0.7131 2.9877 -0.058
C -2.0858 -4.8941 -3.0595 -0.076
C -3.4011 5.2979 1.0665 -0.100
C 4.8525 -1.2966 4.0970 -0.113
C 3.8243 -0.3807 4.0494 -0.061
C -2.9222 -5.8813 -1.0369 -0.145
C -2.8409 0.0998 -4.2174 0.013
C 5.0173 -2.1748 3.0241 -0.095
C -1.8631 -0.0012 -6.4290 -0.074
C -1.6044 -0.2504 -3.7066 -0.121
C 3.1073 -1.2108 1.8772 -0.355
C 2.9387 -0.3190 2.9657 -0.143
C -2.9576 0.2242 -5.5949 -0.067
C -1.2293 -0.4555 -2.2777 -0.512
C -4.8935 1.3806 1.8207 -0.058
C -3.0666 -5.6039 -2.3857 -0.084
C 4.1705 -2.1309 1.9384 -0.021
C -3.1566 4.5281 -0.0676 -0.098
C -6.0229 -0.4259 0.6605 -0.037
C -2.7005 5.0716 2.2360 -0.028
C -1.7972 -5.4392 -0.3566 -0.760
C -1.7344 4.0658 2.2978 -0.283
C -0.9640 -4.4462 -2.3817 -0.147
C -0.5296 -0.4794 -4.5370 -0.205
C -0.4679 2.2014 1.1455 -0.447
C -4.8283 -1.1137 0.6826 -0.207
C -3.7012 0.6671 1.8375 0.014
C -6.0387 0.8395 1.2408 -0.074
C -2.5330 -1.5100 1.0666 -0.516
C -3.6917 -0.5852 1.2548 -0.136
C -1.4658 3.2981 1.1519 -0.091
C -2.1944 3.5378 -0.0127 -0.020
C -0.6262 -0.3621 -5.9095 -0.035
C -0.8242 -4.7126 -1.0257 -0.721
H 4.2980 -2.8028 1.0987 0.110
H -4.1528 6.0779 1.0407 0.096
H -2.1996 -4.6628 -4.1105 0.106
H 1.9785 1.4530 3.7879 0.128
H -1.9812 0.1013 -7.5002 0.102
H -0.5610 3.0440 3.3654 0.061
H 0.2250 -0.5459 -6.5513 0.120
H -3.9627 -5.9237 -2.9005 0.107
H 5.8228 -2.8995 3.0406 0.098
H -3.7144 4.6978 -0.9789 0.094
H -2.7997 1.0748 2.2762 0.114
H -0.2011 -3.8766 -2.8969 0.063
H -6.9555 1.4159 1.2363 0.099
H -6.9079 -0.8473 0.2022 0.116
H -2.8898 5.6515 3.1301 0.110
H 3.6828 0.3180 4.8671 0.106
H -3.6781 0.2525 -3.5492 0.127
H -1.9846 2.9100 -0.8688 0.115
H -3.6946 -6.4083 -0.4952 0.101
H -3.9109 0.4930 -6.0312 0.102
H -4.9269 2.3745 2.2496 0.103
H 5.5212 -1.3314 4.9465 0.091
```

Computed properties:
LUMO energy, eV: 2.33
Relative energy (zero: lowest compared OMol25 entry of this formula, charge and spin), eV: 0.333
Energy, Eh: -5911.81435
Kohn-Sham gap, eV: 8.1
Charge: -1

***

(2)
ORCA calculation (ωB97M-V with the def2-TZVPD basis set) on a 2-piece molecular cluster, C4H4BrNO2S overall in a non-equilibrium geometry.

Structure (XYZ):
```
13
Properties=species:S:1:pos:R:3:lowdin_charge:R:1
Br -3.0491 -3.3663 1.6770 0.277
S -1.7373 1.2414 0.1925 1.108
O 1.3760 -0.5663 1.6197 0.113
O -0.7705 -1.1666 1.4734 -0.064
N 0.2218 -0.4246 1.2804 -0.382
C 0.2371 2.8674 -0.2510 -0.158
C -1.1108 2.7152 -0.4334 -0.372
C -0.1234 0.7817 0.6975 -0.451
C 0.8152 1.7770 0.3764 -0.048
H 0.8627 3.6320 -0.4711 0.079
H 1.8112 1.6630 0.6221 0.101
H -1.7539 3.4915 -0.8169 0.074
H -1.8364 -2.5883 1.9766 -0.276
```

Computed properties:
SMILES string: O=[N+]([O-])c1cccs1.Br
LUMO energy, eV: -1.33
Relative energy (zero: lowest compared OMol25 entry of this formula, charge and spin), eV: 1.205
Energy, Eh: -3332.13445
Kohn-Sham gap, eV: 8.7